1.
A gas-phase ion, C4H9N2 (charge +1) in a non-equilibrium geometry, computed with ωB97M-V/def2-TZVPD.

XYZ file:
```
15
Properties=species:S:1:pos:R:3:forces:R:3:lowdin_charge:R:1
C 2.491 -0.409 -0.190 -0.3 -0.8 -0.4 -0.134
C 1.187 -0.333 0.513 -0.7 -1.0 0.0 -0.319
C 0.142 0.027 -0.447 3.6 0.8 0.7 -0.016
C -2.225 -0.158 0.078 -0.8 -0.6 0.0 0.019
N 1.901 0.855 0.083 -2.3 0.8 -0.7 0.154
N -1.035 0.736 0.023 0.2 0.4 0.2 0.028
H 3.333 -0.652 0.447 0.0 0.1 0.1 0.131
H 2.580 -0.762 -1.210 0.0 0.0 -0.1 0.115
H 1.019 -0.623 1.536 0.0 0.0 0.2 0.141
H 0.232 -0.158 -1.501 -0.2 0.0 -0.2 0.142
H -1.939 -1.112 0.518 0.1 0.2 0.0 0.115
H -3.012 0.299 0.678 0.1 0.1 -0.1 0.113
H -2.601 -0.340 -0.927 0.2 0.1 0.0 0.114
H -0.829 1.080 0.972 -0.1 0.1 -0.3 0.195
H -1.245 1.551 -0.573 0.2 -0.2 0.3 0.200
```
Forces are in eV/Å.

Values from the calculation:
frontier orbital gap (alpha / beta) = 9.41 / 9.41 eV
E_HOMO (alpha / beta) = -13.9 / -13.9 eV
total charge = +1

***

2.
A gas-phase ion, C4H9N2 (charge +1) in a non-equilibrium geometry, computed with ωB97M-V/def2-TZVPD.

XYZ file:
```
15
Properties=species:S:1:pos:R:3:forces:R:3:lowdin_charge:R:1
C -0.642 1.026 -2.751 -1.8 0.5 -0.8 -0.048
N -0.141 0.750 -1.457 0.6 -4.1 7.7 0.142
C -0.083 0.221 -0.331 0.3 1.5 -2.9 0.109
N 0.189 -0.341 0.907 -1.0 3.0 -5.3 -0.135
C 1.187 -1.409 0.877 -0.7 0.9 -3.0 0.019
C -0.503 0.127 2.125 -1.4 0.7 -1.5 0.007
H 0.068 0.898 -3.554 0.2 -1.1 0.0 0.111
H -0.682 2.064 -2.759 0.0 2.4 0.1 0.072
H -1.730 0.824 -2.992 1.4 -1.0 0.6 0.138
H 1.678 -1.598 -0.103 -0.4 0.8 0.5 0.135
H 1.853 -1.165 1.585 2.7 0.5 2.5 0.068
H 0.680 -2.258 1.071 -1.4 -3.1 1.1 0.069
H -0.971 1.152 1.927 -0.4 -2.0 -0.1 0.142
H -1.025 -0.724 2.578 -0.8 0.6 -0.5 0.114
H 0.122 0.432 2.876 2.7 0.4 1.6 0.059
```
Forces are in eV/Å.

Values from the calculation:
frontier orbital gap = 10.78 eV
E_HOMO = -14.7 eV
total charge = +1
SMILES string = CN=C=[N+](C)C

***

3.
A gas-phase ion, C4H9N2 (charge +1) in a non-equilibrium geometry, computed with ωB97M-V/def2-TZVPD.

XYZ file:
```
15
Properties=species:S:1:pos:R:3:forces:R:3:lowdin_charge:R:1
C -0.573 0.585 -1.406 -1.1 0.0 0.7 -0.006
C 0.025 -0.200 -0.265 0.9 2.6 1.9 -0.328
C -0.739 -1.338 0.391 0.3 -0.8 -5.9 0.019
N 1.548 -0.151 -0.175 -1.1 -0.8 0.2 0.252
C 0.932 0.618 0.643 -1.3 -1.4 0.1 -0.253
N 1.132 1.299 1.718 0.0 -0.2 -0.6 0.270
H -0.430 -0.113 -2.202 -0.9 0.0 -1.2 0.091
H -0.168 1.543 -1.681 1.2 0.1 0.2 0.088
H -1.607 0.946 -1.184 0.4 -1.3 -0.3 0.118
H -0.994 -2.088 -0.483 0.5 1.2 1.6 0.147
H -1.680 -0.984 0.645 -1.6 0.6 1.2 0.071
H -0.164 -1.862 1.053 1.1 -1.1 2.2 0.060
H 2.261 -0.001 -0.823 1.4 0.0 -1.3 0.148
H 0.284 1.412 2.261 0.6 0.6 0.6 0.158
H 2.097 1.315 2.046 -0.5 0.5 0.5 0.164
```
Forces are in eV/Å.

Values from the calculation:
frontier orbital gap = 11.65 eV
E_HOMO = -15.4 eV
total charge = +1
SMILES string = CC1(C)NC1=[NH2+]

***

It is found that the relative energy (zero: lowest compared OMol25 entry of this formula, charge and spin) values, taken in the order of the records, are 4.8213 3.7781 2.7047 eV.